The following is a quantum chemistry calculation of a cluster of 5 separate species, C30H81ClN14O8P4 in total, from the Open Molecules 2025 dataset.

Geometry as XYZ:
```
138
Properties=species:S:1:pos:R:3:forces:R:3
C 1.740 -3.697 -0.366 -0.3 0.0 0.5
C 1.423 -3.575 -1.833 0.2 -0.9 -0.3
O 2.085 -4.157 -2.650 -0.1 0.5 0.0
N 0.302 -2.762 -2.292 0.3 0.3 0.7
C 0.786 -1.368 -2.259 -0.2 0.0 -0.6
N -0.798 -2.979 -1.356 -0.1 -0.2 0.2
C -1.743 -1.855 -1.354 -0.6 -0.1 -0.6
C -3.083 -2.235 -0.735 0.1 0.0 0.8
O -3.296 -2.079 0.424 -0.1 0.0 0.0
Cl -4.338 -2.858 -1.781 0.1 0.1 -0.2
C -1.477 -4.192 -1.818 0.3 0.3 -0.5
O -1.740 -4.409 -2.954 -0.2 -0.3 -0.1
O -1.740 -5.038 -0.819 0.2 0.1 0.2
H 2.249 -4.635 -0.169 0.1 0.0 -0.2
H 2.392 -2.883 -0.046 0.0 0.1 -0.1
H 0.855 -3.650 0.261 0.0 0.1 0.0
H 1.777 -1.375 -2.707 0.1 0.0 0.1
H 0.828 -0.934 -1.260 0.1 0.1 0.0
H 0.180 -0.764 -2.930 -0.1 0.2 0.2
H -1.942 -1.514 -2.374 0.1 0.0 0.0
H -1.390 -1.042 -0.728 0.2 0.0 -0.1
H -1.198 -4.754 -0.067 -0.2 0.0 0.1
C 3.247 4.583 -2.419 -0.2 0.5 0.1
N 2.433 3.481 -1.962 0.4 -0.5 0.1
C 1.490 3.058 -2.985 -0.3 -0.2 0.2
P 1.871 3.197 -0.376 5.4 1.8 -0.1
O 1.914 1.703 -0.300 -3.3 0.3 0.1
N 3.065 3.582 0.837 0.3 0.2 -0.3
C 4.464 3.752 0.473 0.2 0.1 -0.2
C 2.971 2.702 2.001 -0.2 -0.1 0.1
N 1.003 4.712 -0.167 -2.5 -2.0 0.2
C 1.657 5.874 0.403 0.5 0.1 0.1
C -0.312 4.519 0.471 -0.1 -0.2 -0.2
H 2.680 5.519 -2.544 0.0 0.0 0.0
H 3.678 4.328 -3.390 -0.1 -0.1 0.0
H 4.093 4.772 -1.767 -0.2 0.0 0.0
H 0.679 3.789 -3.124 0.1 0.0 -0.1
H 1.042 2.099 -2.719 0.0 0.0 0.1
H 2.000 2.918 -3.939 0.1 0.1 0.0
H 4.842 2.943 -0.167 0.0 0.0 0.0
H 5.080 3.791 1.373 -0.1 -0.1 0.1
H 4.638 4.708 -0.022 0.0 -0.1 0.0
H 3.460 1.736 1.835 -0.1 0.0 0.0
H 1.929 2.505 2.260 0.0 0.0 0.0
H 3.439 3.188 2.860 0.1 0.1 -0.1
H 1.911 5.756 1.460 0.0 0.0 0.0
H 0.970 6.718 0.304 -0.1 -0.1 -0.1
H 2.558 6.143 -0.145 0.1 -0.2 0.0
H -0.224 4.252 1.533 -0.1 0.1 0.0
H -0.861 3.719 -0.032 0.0 0.0 0.0
H -0.917 5.423 0.392 0.1 0.1 0.0
C -0.046 -11.569 -3.842 -0.4 0.0 -0.4
N -0.148 -10.853 -2.593 0.6 0.1 0.1
C -0.708 -11.689 -1.545 -0.2 0.2 0.3
P -0.485 -9.192 -2.378 3.6 -0.8 -4.2
O 0.348 -8.864 -1.180 -3.0 0.3 1.4
N 0.304 -8.185 -3.566 0.1 -0.5 -0.3
C 1.398 -8.701 -4.372 0.0 -0.2 -0.1
C 0.671 -6.886 -3.007 -0.1 0.1 0.2
N -2.030 -9.160 -3.213 -1.1 0.8 2.9
C -2.108 -8.865 -4.629 0.3 0.1 -0.4
C -3.040 -8.366 -2.483 0.0 -0.1 0.2
H -1.026 -11.797 -4.294 0.0 0.0 0.0
H 0.463 -12.520 -3.667 -0.1 0.0 0.1
H 0.561 -11.044 -4.573 -0.1 0.0 0.1
H -1.784 -11.872 -1.695 0.0 -0.1 0.0
H -0.575 -11.219 -0.569 0.0 0.1 0.0
H -0.194 -12.651 -1.508 0.0 0.0 -0.1
H 2.160 -9.225 -3.778 0.0 0.0 -0.1
H 1.884 -7.878 -4.898 0.0 0.1 0.1
H 1.039 -9.368 -5.158 0.0 0.0 0.1
H 1.600 -6.931 -2.428 0.0 0.0 0.0
H -0.116 -6.519 -2.349 0.0 0.0 0.0
H 0.796 -6.154 -3.805 0.0 -0.1 -0.1
H -1.840 -7.834 -4.874 0.0 0.0 0.0
H -3.141 -9.037 -4.942 0.0 -0.1 0.2
H -1.490 -9.539 -5.220 0.1 0.1 0.1
H -2.828 -7.290 -2.520 -0.1 0.0 -0.1
H -3.068 -8.668 -1.433 0.0 0.0 0.0
H -4.036 -8.538 -2.894 0.0 0.0 -0.1
C 6.340 3.966 7.624 0.4 0.3 0.4
N 6.468 4.147 6.196 -0.6 -0.1 -0.2
C 7.339 3.140 5.609 0.2 0.1 -0.4
P 6.475 5.619 5.335 -3.9 -0.2 4.1
O 5.771 5.242 4.072 2.9 0.5 -1.4
N 5.318 6.771 5.968 0.0 -0.3 0.4
C 4.255 6.334 6.861 0.0 -0.1 0.2
C 4.756 7.613 4.915 0.1 0.0 -0.2
N 7.840 6.359 6.159 1.2 -0.1 -2.9
C 7.645 7.186 7.333 -0.4 0.1 0.3
C 8.757 7.034 5.221 0.0 -0.2 -0.1
H 7.269 4.184 8.174 0.0 0.0 0.0
H 6.074 2.926 7.828 0.1 -0.1 -0.1
H 5.536 4.559 8.047 0.1 0.0 -0.1
H 8.395 3.307 5.872 0.0 -0.1 0.1
H 7.254 3.147 4.522 0.0 0.1 0.0
H 7.050 2.143 5.946 -0.1 0.0 0.1
H 3.725 5.445 6.495 0.0 0.0 0.0
H 3.527 7.138 6.984 0.0 0.0 -0.2
H 4.630 6.136 7.865 0.0 0.0 -0.1
H 3.953 7.113 4.362 0.0 0.0 -0.1
H 5.522 7.901 4.194 0.0 0.0 0.0
H 4.359 8.530 5.356 0.0 0.0 0.1
H 7.133 8.129 7.121 0.0 0.0 0.0
H 8.634 7.414 7.740 0.1 -0.1 -0.1
H 7.103 6.660 8.116 -0.1 0.0 -0.1
H 8.322 7.952 4.802 0.1 0.1 0.1
H 9.002 6.369 4.389 0.0 0.0 0.0
H 9.694 7.291 5.715 0.0 0.0 0.1
C -7.391 1.560 0.770 -0.1 0.5 0.0
N -6.785 0.990 -0.410 -0.3 -0.6 0.0
C -5.336 0.955 -0.299 0.2 0.0 -0.4
P -7.327 1.121 -2.023 -4.2 -0.9 3.7
O -6.958 -0.216 -2.575 2.1 1.8 -1.8
N -9.069 1.017 -2.156 -0.1 0.1 0.5
C -9.864 0.503 -1.051 0.0 0.0 0.2
C -9.482 0.369 -3.400 0.2 0.0 -0.2
N -7.307 2.876 -2.128 2.2 -0.6 -2.2
C -8.480 3.659 -1.797 -0.5 -0.1 0.2
C -6.737 3.351 -3.403 0.2 -0.1 0.0
H -7.191 2.638 0.883 0.0 0.0 0.0
H -6.990 1.058 1.653 0.1 0.0 -0.1
H -8.463 1.399 0.805 0.1 0.1 -0.1
H -4.893 1.961 -0.383 0.0 0.0 0.1
H -4.909 0.328 -1.084 -0.1 0.0 0.0
H -5.036 0.521 0.656 -0.1 0.0 0.0
H -9.470 -0.436 -0.640 -0.1 0.0 0.0
H -10.887 0.324 -1.387 0.0 -0.1 -0.2
H -9.954 1.234 -0.247 0.0 0.0 0.0
H -9.423 -0.723 -3.342 0.1 0.0 0.0
H -8.857 0.689 -4.234 0.0 0.0 0.0
H -10.511 0.653 -3.632 0.0 0.1 0.1
H -9.306 3.526 -2.502 0.0 0.0 0.0
H -8.185 4.711 -1.805 0.2 0.0 0.0
H -8.840 3.447 -0.791 0.0 -0.2 0.0
H -7.405 3.160 -4.254 0.0 0.1 0.0
H -5.788 2.847 -3.602 -0.1 0.0 0.0
H -6.531 4.421 -3.360 -0.1 0.0 0.1
```
Forces are in eV/Å.

Summary:
strongest force on any atom = 5.71 eV/A
HOMO-LUMO gap = 8.2 eV
SMILES = CC(=O)N(C)N(CC(=O)Cl)C(=O)O.CN(C)P(=O)(N(C)C)N(C)C.CN(C)P(=O)(N(C)C)N(C)C.CN(C)P(=O)(N(C)C)N(C)C.CN(C)P(=O)(N(C)C)N(C)C

Atomic partial charges in e from the Löwdin method, atoms 1 to 2:
1. C 0.0135
2. C -0.4609